# C15H14Cl7F6N5O4PdS2

A molecular structure, C15H14Cl7F6N5O4PdS2 (ωB97M-V/def2-TZVPD, the OMol25 dataset).

Each line ends with the natural charge from an NBO analysis.
Positions of all 54 atoms, in Å:
Pd  0.15  0.61  -1.35  0.912
F  4.47  3.17  0.04  -0.336
C  3.31  2.65  0.49  0.690
F  3.64  1.57  1.22  -0.339
F  2.78  3.56  1.34  -0.335
S  2.10  2.24  -0.87  2.130
O  2.41  0.80  -1.22  -0.994
O  2.58  3.16  -1.90  -0.989
N  0.71  2.30  -0.31  -1.248
S  -2.31  2.61  -0.78  1.525
O  -2.31  3.74  -1.73  -1.010
O  -1.86  1.31  -1.41  -1.021
C  -4.14  2.15  -0.86  0.719
F  -4.43  1.01  -0.21  -0.345
F  -4.92  3.10  -0.30  -0.354
F  -4.56  2.01  -2.13  -0.332
Cl  0.16  1.92  -4.67  -0.043
C  -0.01  3.50  -3.88  -0.395
Cl  -0.09  4.83  -5.08  -0.108
H  0.86  3.65  -3.26  0.261
H  -0.92  3.51  -3.29  0.272
C  1.46  -0.39  1.72  -0.096
N  1.62  -0.54  3.18  -0.477
C  1.39  -1.94  3.52  -0.074
N  0.06  -2.41  3.12  -0.482
C  -0.06  -2.21  1.66  -0.079
N  0.13  -0.82  1.28  -0.480
C  -0.86  0.01  1.96  -0.097
N  -0.77  -0.13  3.42  -0.477
C  0.59  0.27  3.82  -0.078
C  -0.94  -1.54  3.76  -0.076
H  2.22  -0.97  1.20  0.202
H  1.58  0.65  1.44  0.242
H  1.49  -2.06  4.60  0.175
H  2.14  -2.56  3.03  0.189
H  -1.05  -2.54  1.34  0.201
H  0.69  -2.83  1.16  0.193
H  -1.86  -0.29  1.64  0.204
H  -0.69  1.05  1.67  0.236
H  0.68  0.17  4.91  0.173
H  0.74  1.31  3.55  0.209
H  -1.93  -1.86  3.44  0.192
H  -0.85  -1.66  4.84  0.176
Cl  2.11  -0.93  -3.61  0.027
C  0.76  -1.86  -3.05  0.020
C  -0.19  -1.25  -2.23  -0.356
C  -1.26  -2.08  -1.87  0.022
Cl  -2.58  -1.43  -0.95  0.015
C  -1.35  -3.42  -2.24  -0.135
Cl  -2.69  -4.41  -1.74  0.003
C  -0.36  -3.99  -3.02  -0.102
Cl  -0.44  -5.66  -3.49  0.002
C  0.71  -3.20  -3.44  -0.136
Cl  1.95  -3.90  -4.43  0.004

HOMO level	-2.747	eV
E	-160535.7971	eV
total charge	-2
orbital gap	6.751	eV
2S+1	1